[1]
{"formula": "C31H33AsCl2N5O5SbSe4Ti", "method": "wB97M-V/def2-TZVPD", "symbols": ["Ti", "N", "N", "C", "O", "O", "H", "H", "H", "Cl", "C", "C", "C", "Cl", "C", "C", "C", "C", "N", "C", "C", "O", "H", "H", "H", "H", "O", "C", "N", "C", "C", "O", "N", "C", "C", "C", "C", "C", "C", "C", "C", "C", "C", "C", "C", "H", "H", "H", "H", "H", "H", "H", "H", "H", "H", "H", "C", "C", "As", "C", "C", "C", "C", "H", "H", "H", "H", "H", "H", "H", "H", "H", "H", "H", "H", "H", "H", "H", "Se", "Sb", "Se", "Se", "Se"], "coordinates": [[0.884122, 0.430334, -0.444602], [1.390898, -1.489684, 2.606209], [1.925695, -2.512008, 1.832206], [1.821228, -2.458047, 0.464802], [2.005505, -3.461014, -0.217234], [1.569628, -1.277256, -0.026321], [1.992084, -1.196010, 3.361177], [0.450971, -1.703098, 2.910711], [1.932883, -3.455023, 2.190947], [0.323868, 4.086588, -3.880235], [-0.415181, 2.518554, -3.884064], [-1.189748, 2.133812, -4.988773], [-1.753391, 0.890817, -5.060132], [-2.706548, 0.449253, -6.458172], [-1.560963, -0.041317, -4.015707], [-2.060162, -1.369845, -3.972617], [-1.767693, -2.186405, -2.903257], [-0.962636, -1.704069, -1.864968], [-0.497217, -0.456411, -1.876768], [-0.803213, 0.379973, -2.912560], [-0.200065, 1.675063, -2.806006], [0.542644, 1.929465, -1.763301], [-1.330321, 2.838824, -5.796775], [-2.668728, -1.728267, -4.792240], [-2.137158, -3.200724, -2.851829], [-0.687937, -2.320547, -1.019087], [-1.355780, 2.857736, 0.662387], [-1.607938, 1.748331, 1.057363], [-2.776901, 1.401071, 1.740963], [-2.778390, -0.001259, 2.092444], [-1.465560, -0.463120, 1.396168], [-1.117309, -1.634250, 1.377028], [-0.831877, 0.601649, 0.863254], [-2.691676, -0.208404, 3.597071], [-1.466740, -0.034188, 4.234310], [-1.369173, -0.118742, 5.614684], [-2.499615, -0.384635, 6.374694], [-3.728305, -0.551429, 5.748598], [-3.824392, -0.459335, 4.365392], [-3.917453, -0.775173, 1.429514], [-4.047767, -2.143990, 1.664754], [-5.029146, -2.879011, 1.021058], [-5.898138, -2.260342, 0.128213], [-5.769299, -0.902310, -0.114572], [-4.781079, -0.164948, 0.531009], [-3.153223, 2.095028, 2.365340], [-0.577780, 0.218944, 3.667207], [-0.405001, 0.055231, 6.076699], [-2.426269, -0.446101, 7.454133], [-4.617793, -0.748108, 6.335818], [-4.785023, -0.590161, 3.881850], [-3.357649, -2.627809, 2.343029], [-5.112130, -3.942755, 1.210294], [-6.664018, -2.836487, -0.377267], [-6.432193, -0.409709, -0.815716], [-4.663365, 0.891539, 0.330608], [5.453783, -0.003858, 0.291162], [4.869199, -0.376750, -1.066895], [3.292672, 0.637009, -1.617661], [4.018028, 2.218331, -2.505639], [4.375681, 3.373850, -1.577031], [2.893429, -0.403412, -3.262064], [4.045937, -0.802306, -4.195854], [6.370237, -0.571340, 0.477771], [4.743790, -0.211390, 1.089554], [5.687311, 1.058410, 0.357916], [4.526975, -1.414776, -1.064270], [5.611072, -0.273979, -1.862124], [3.228682, 2.519331, -3.198791], [4.880191, 1.899982, -3.096518], [3.492908, 3.744602, -1.059918], [4.824305, 4.194768, -2.143723], [5.078270, 3.071029, -0.800957], [2.163348, 0.209158, -3.798356], [2.372859, -1.293744, -2.902971], [4.647061, 0.060633, -4.490798], [3.671651, -1.264369, -5.112347], [4.712987, -1.521753, -3.719440], [1.729825, 0.940907, 5.021928], [2.148561, 2.711727, 3.350969], [-0.186460, 3.286463, 3.922472], [3.897568, 4.311274, 3.779177], [2.502549, 1.839987, 1.096676]], "forces_ev_per_a": [[0.36, 0.70, 1.83], [0.02, 0.02, 0.04], [0.01, 0.02, 0.08], [0.04, 0.05, -0.11], [0.00, -0.03, -0.03], [-0.13, -0.06, -0.31], [0.07, 0.01, -0.02], [0.03, 0.02, 0.05], [-0.03, -0.03, -0.03], [0.00, 0.02, -0.02], [0.08, 0.14, 0.12], [-0.10, -0.08, -0.08], [0.03, 0.12, -0.04], [0.02, 0.01, 0.02], [-0.27, -0.41, 0.14], [0.12, -0.02, 0.23], [-0.17, 0.31, -0.48], [0.34, 0.96, 0.02], [-0.34, -0.77, -0.47], [0.19, -0.54, 0.32], [0.45, 0.06, 0.41], [-0.56, -0.21, -0.65], [0.00, 0.00, 0.00], [0.00, -0.01, 0.00], [-0.03, 0.00, -0.04], [0.06, 0.06, 0.05], [0.00, 0.13, -0.10], [0.05, -0.20, 0.07], [-0.02, -0.05, -0.19], [-0.07, -0.02, -0.10], [0.14, 0.29, 0.11], [-0.18, -0.17, -0.21], [-0.37, -0.27, -0.37], [-0.01, 0.01, 0.06], [-0.11, 0.01, 0.01], [-0.18, -0.10, 0.04], [-0.05, -0.01, -0.05], [0.01, 0.00, -0.01], [0.01, -0.02, 0.03], [0.09, 0.05, 0.09], [0.01, -0.03, 0.01], [0.00, 0.01, -0.01], [0.01, 0.01, 0.01], [0.03, 0.00, 0.02], [-0.04, -0.01, -0.02], [0.07, 0.01, 0.08], [-0.01, -0.04, 0.01], [-0.17, -0.05, 0.00], [-0.01, -0.01, 0.00], [-0.01, 0.00, 0.01], [-0.01, 0.00, 0.00], [-0.01, 0.01, 0.00], [0.00, 0.00, 0.00], [0.00, 0.00, 0.00], [0.00, 0.00, 0.00], [0.00, 0.01, 0.00], [0.01, -0.04, -0.01], [0.04, 0.03, 0.14], [0.09, -0.56, -1.00], [0.02, 0.11, 0.10], [0.00, 0.01, -0.03], [0.22, -0.06, -0.15], [-0.12, 0.16, 0.22], [-0.02, 0.00, 0.01], [-0.01, -0.01, 0.01], [0.04, 0.01, 0.00], [0.03, -0.03, 0.00], [0.02, 0.01, -0.02], [0.01, 0.03, -0.03], [0.02, -0.02, -0.01], [-0.02, 0.01, 0.00], [-0.02, 0.00, 0.01], [0.04, 0.01, 0.00], [-0.04, -0.03, -0.04], [-0.04, -0.03, -0.02], [-0.01, 0.02, 0.00], [-0.05, -0.01, 0.00], [-0.01, 0.00, 0.03], [0.53, 0.22, 0.12], [-0.07, 0.09, 0.41], [-0.05, 0.06, 0.10], [0.00, 0.04, 0.05], [0.05, 0.02, -0.43]], "s_squared": 2.0143, "multiplicity": 3, "gap_ev": [5.74, 5.71], "total_charge": -2}


[2]
{"formula": "C36H34BrF15GeIrN7O3S", "method": "wB97M-V/def2-TZVPD", "symbols": ["Ir", "C", "N", "C", "N", "O", "H", "H", "H", "H", "H", "H", "C", "N", "C", "C", "O", "N", "C", "C", "H", "H", "H", "H", "H", "H", "H", "H", "H", "H", "H", "H", "C", "N", "C", "C", "C", "N", "C", "C", "O", "H", "H", "H", "H", "H", "H", "H", "H", "H", "H", "H", "H", "Br", "C", "C", "C", "C", "N", "C", "H", "H", "H", "H", "F", "C", "C", "C", "F", "C", "F", "C", "F", "C", "F", "Ge", "S", "C", "C", "F", "C", "F", "C", "F", "C", "F", "C", "F", "C", "C", "F", "C", "F", "C", "F", "C", "F", "C", "F"], "coordinates": [[-0.170517, -0.271663, -1.327809], [-5.094518, 2.187433, -0.691280], [-3.698493, 2.074360, -1.109915], [-2.929482, 1.010107, -0.989025], [-3.323968, -0.027527, -0.244636], [-1.794190, 1.008859, -1.600933], [-5.604173, 2.864836, -1.370143], [-5.177472, 2.590856, 0.318080], [-5.592427, 1.220403, -0.739907], [-3.302951, 2.857744, -1.608094], [-4.206665, -0.039542, 0.237299], [-2.733607, -0.843342, -0.214695], [3.442474, -0.309116, -3.332794], [2.484143, -0.006533, -4.388788], [2.917631, 1.005965, -5.347604], [1.226993, -0.473900, -4.292228], [0.782362, -0.894173, -3.158510], [0.455079, -0.535687, -5.379879], [0.972190, -0.671071, -6.740071], [-0.973705, -0.793363, -5.235522], [4.409888, -0.532349, -3.780989], [3.111112, -1.174074, -2.767110], [3.570754, 0.537635, -2.653577], [3.535544, 1.732114, -4.818086], [2.066071, 1.522104, -5.782400], [3.532058, 0.585366, -6.143872], [2.014731, -0.971878, -6.734464], [0.866929, 0.249332, -7.315066], [0.394743, -1.440823, -7.250387], [-1.294891, -0.597146, -4.217541], [-1.205664, -1.832825, -5.474455], [-1.522838, -0.157925, -5.929503], [1.569580, -2.764827, -0.338207], [0.424283, -3.628924, -0.126139], [0.542724, -4.729217, 0.833114], [-0.256674, -5.909862, 0.319069], [-1.691290, -5.459790, 0.148725], [-1.777422, -4.190772, -0.580690], [-3.064533, -3.904882, -1.203946], [-0.756351, -3.339268, -0.709503], [-0.919074, -2.275335, -1.411599], [2.481418, -3.359376, -0.337932], [1.660434, -2.018156, 0.462035], [1.472924, -2.252377, -1.300477], [0.173812, -4.408688, 1.810931], [1.593529, -4.985834, 0.952003], [-0.217448, -6.741633, 1.019814], [0.166877, -6.250260, -0.627210], [-2.152900, -5.329253, 1.131803], [-2.275592, -6.202229, -0.394065], [-3.246661, -4.602738, -2.022370], [-3.066874, -2.897601, -1.603709], [-3.865533, -4.028071, -0.474212], [0.390820, 4.651461, -4.232073], [1.087198, 3.557488, -2.873128], [2.193156, 3.940359, -2.125168], [2.650384, 3.083983, -1.133438], [2.010559, 1.877193, -0.932153], [0.948195, 1.522810, -1.659549], [0.483514, 2.342517, -2.609708], [2.682590, 4.886942, -2.313279], [3.510400, 3.347364, -0.533354], [2.351199, 1.175090, -0.188580], [-0.397363, 2.026013, -3.149848], [0.106193, 3.817068, 3.946670], [1.290914, 3.499908, 3.431453], [1.459710, 2.264748, 2.824218], [2.696737, 1.973411, 2.281398], [2.855154, 0.750289, 1.716594], [3.739282, 2.873090, 2.294345], [4.886047, 2.590736, 1.684878], [3.557713, 4.094534, 2.933814], [4.544643, 4.961517, 2.965586], [2.335757, 4.405648, 3.518486], [2.171400, 5.560331, 4.131339], [0.142798, 0.830668, 2.913302], [-0.296312, -0.307953, 0.990828], [0.737293, -0.417749, 4.285063], [0.873868, 0.154142, 5.541392], [0.623241, 1.467151, 5.647521], [1.234998, -0.587826, 6.647069], [1.351050, -0.023289, 7.831818], [1.472222, -1.951485, 6.490829], [1.826886, -2.674238, 7.526891], [1.334969, -2.546313, 5.243300], [1.541536, -3.845236, 5.080233], [0.975367, -1.769817, 4.159281], [0.859041, -2.342620, 2.943579], [-1.649171, 1.499636, 3.291453], [-2.447679, 1.078866, 4.346819], [-2.054928, 0.049135, 5.090718], [-3.655327, 1.698874, 4.620993], [-4.401317, 1.295228, 5.629823], [-4.093965, 2.728698, 3.796645], [-5.255880, 3.297664, 4.023652], [-3.334011, 3.130636, 2.701741], [-3.799980, 4.053539, 1.864626], [-2.124381, 2.516488, 2.474987], [-1.366894, 2.868216, 1.415407]], "forces_ev_per_a": [[1.16, 0.80, -0.64], [-0.10, -0.02, 0.22], [0.11, 0.15, -0.32], [-0.48, -0.37, 0.68], [0.31, 0.04, -0.20], [1.42, -0.79, -0.03], [0.00, -0.03, -0.03], [0.07, -0.03, -0.01], [-0.01, 0.01, -0.11], [0.08, -0.06, -0.03], [0.00, 0.03, 0.03], [-0.15, -0.13, -0.03], [0.08, -0.03, 0.06], [-0.12, -0.11, 0.46], [0.13, 0.00, -0.21], [0.36, 0.62, -0.68], [-1.04, -0.14, 1.26], [-0.21, -0.09, 0.43], [0.05, 0.08, -0.29], [-0.12, -0.07, -0.09], [-0.02, -0.02, -0.02], [0.06, -0.03, -0.03], [0.00, 0.01, -0.06], [-0.09, 0.02, 0.07], [-0.02, -0.01, 0.02], [-0.04, -0.02, -0.01], [-0.01, -0.05, 0.06], [-0.01, 0.03, 0.07], [0.01, -0.05, 0.09], [-0.05, 0.06, -0.04], [0.07, -0.01, 0.03], [0.02, 0.04, 0.03], [-0.19, 0.18, 0.31], [-0.02, 0.51, -0.28], [-0.07, -0.29, 0.14], [0.03, 0.10, -0.08], [0.05, -0.25, 0.13], [0.00, 0.40, -0.18], [-0.09, -0.09, -0.04], [0.16, -0.57, 0.70], [-0.16, 1.36, -0.12], [0.01, 0.01, -0.15], [0.12, -0.10, 0.02], [0.19, -0.17, -0.08], [0.02, 0.02, -0.02], [0.03, 0.09, -0.11], [0.01, 0.02, 0.03], [-0.05, -0.02, -0.02], [-0.08, 0.02, -0.06], [0.00, 0.04, -0.05], [0.03, 0.00, 0.00], [-0.07, -0.01, 0.00], [0.04, 0.03, 0.05], [0.07, -0.11, 0.11], [0.01, 0.04, -0.15], [0.00, -0.03, 0.08], [0.02, 0.09, -0.24], [0.10, -0.13, 0.15], [-1.32, -0.66, 0.48], [-0.04, 0.07, -0.11], [-0.01, 0.01, 0.01], [0.01, -0.05, 0.00], [-0.04, -0.03, -0.05], [0.04, 0.02, -0.04], [0.08, 0.14, 0.11], [-0.01, -0.20, -0.14], [-0.15, -0.29, -0.23], [-0.27, 0.03, 0.18], [0.26, -0.01, 0.10], [0.09, -0.13, -0.09], [0.02, 0.02, 0.06], [0.02, 0.00, -0.03], [-0.02, 0.00, 0.01], [-0.07, 0.08, 0.03], [0.01, 0.02, -0.05], [0.18, 1.10, 1.12], [-0.44, -0.92, -1.33], [-0.08, -0.04, -0.43], [0.02, -0.06, -0.27], [-0.02, -0.03, 0.23], [0.02, 0.07, 0.06], [0.02, -0.02, 0.01], [-0.02, 0.04, 0.01], [-0.02, -0.01, -0.02], [-0.02, -0.14, -0.18], [0.05, 0.01, 0.09], [0.00, 0.23, -0.03], [0.03, -0.13, 0.07], [0.14, -0.09, -0.35], [0.21, 0.01, -0.26], [-0.15, 0.08, 0.16], [-0.02, -0.08, 0.08], [-0.01, 0.04, -0.01], [-0.02, -0.04, 0.02], [0.01, 0.01, -0.02], [-0.01, 0.02, -0.15], [0.03, 0.07, 0.06], [0.10, -0.33, 0.13], [-0.17, 0.17, -0.08]], "s_squared": 0.7720, "multiplicity": 2, "gap_ev": [5.50, 4.80], "total_charge": 3}


[3]
{"formula": "C2H5F2PS", "method": "wB97M-V/def2-TZVPD", "symbols": ["C", "C", "F", "F", "P", "S", "H", "H", "H", "H", "H"], "coordinates": [[-0.729240, -1.304933, 0.106629], [-0.382763, 0.092643, -0.561479], [0.789699, 2.374319, -0.811399], [2.180606, 0.371549, -0.444953], [0.901787, 1.105248, 0.155603], [1.036755, 1.695052, 2.590453], [-1.097834, -1.178419, 1.152069], [-1.381458, -2.022507, -0.478038], [0.292314, -1.886734, 0.227028], [-1.347788, 0.707006, -0.339126], [-0.262078, 0.046774, -1.596788]], "forces_ev_per_a": [[2.77, -1.18, 0.40], [-3.72, -0.15, 3.00], [0.30, -1.00, 0.89], [-0.58, 0.74, 0.55], [0.81, 0.95, 2.41], [-0.27, -1.07, -4.17], [0.09, 0.01, -0.96], [0.55, 1.41, 0.47], [-1.97, 0.95, -0.20], [1.60, -0.58, -0.67], [0.41, -0.07, -1.71]], "smiles": "CCP(F)(F)=S", "multiplicity": 1, "gap_ev": 8.11, "total_charge": 0}


[4]
{"formula": "C8H10BrFSi", "method": "wB97M-V/def2-TZVPD", "symbols": ["F", "Br", "C", "C", "C", "C", "C", "C", "C", "C", "Si", "H", "H", "H", "H", "H", "H", "H", "H", "H", "H"], "coordinates": [[-0.197843, -1.932768, -1.931285], [3.617610, 1.963772, 2.584181], [1.063959, 1.650203, 1.475273], [2.696125, 0.106351, 0.691474], [0.089859, 1.000622, 0.720414], [1.765504, -0.515711, -0.094398], [2.345524, 1.167469, 1.501165], [0.477909, -0.048458, -0.082434], [-2.012359, -1.782283, 0.196841], [-1.848999, 0.504249, -1.910034], [-0.918779, -0.846054, -1.012948], [0.778629, 2.527337, 2.017989], [3.690602, -0.277278, 0.739788], [-0.954371, 1.307452, 0.699999], [2.023535, -1.411533, -0.631308], [-2.836433, -2.224793, -0.366430], [-2.291406, -1.072280, 0.994948], [-1.484000, -2.582682, 0.701055], [-2.332638, 0.210282, -2.846183], [-2.600212, 1.012833, -1.296277], [-1.072213, 1.243274, -2.151826]], "forces_ev_per_a": [[0.02, -0.31, -0.79], [0.65, 0.43, 0.53], [-1.27, 0.28, 0.09], [0.67, -0.24, 0.50], [0.84, 0.46, 0.02], [0.21, -0.14, 0.20], [-0.28, -0.14, -0.72], [-1.77, -0.65, -0.64], [0.44, 0.52, -0.29], [0.36, 0.10, -0.37], [-0.33, -0.11, 1.12], [0.07, 0.29, 0.49], [0.59, -0.13, -0.01], [0.25, 0.30, 0.23], [0.12, -0.04, -0.35], [-0.33, 0.21, 0.41], [-0.45, -0.31, -0.44], [0.27, -0.21, -0.05], [0.06, -0.10, 0.14], [0.14, -0.22, 0.06], [-0.28, 0.00, -0.11]], "smiles": "C[Si](C)(F)c1ccc(Br)cc1", "multiplicity": 1, "gap_ev": 9.87, "total_charge": 0}


What are the energy above the lowest of the compared OMol25 structures with the same formula, charge and spin values for these records? In order: 0.000 1.639 1.555 0.000 eV.